Record 1
{
  "formula": "C6H12OS",
  "method": "wB97M-V/def2-TZVPD",
  "symbols": ["C", "C", "C", "C", "C", "C", "H", "H", "H", "H", "H", "H", "H", "H", "H", "H", "H", "H", "O", "S"],
  "coordinates": [[0.92, 1.73, -0.22], [-0.17, 0.61, -0.12], [-0.50, 0.47, 1.36], [0.43, -0.57, -0.86], [-0.22, -1.93, -0.82], [1.16, -1.67, -0.18], [1.80, 1.48, 0.40], [1.27, 1.77, -1.24], [0.45, 2.66, 0.09], [-2.00, 2.05, -0.24], [0.37, 0.24, 1.98], [-0.85, 1.45, 1.71], [-2.26, -0.29, 1.09], [0.81, -0.30, -1.83], [-0.35, -2.37, -1.78], [-1.06, -2.07, -0.16], [1.25, -1.79, 0.88], [2.04, -2.06, -0.67], [-1.49, -0.47, 1.67], [-1.62, 1.05, -1.04]],
  "mulliken_charge": [-1.58, 1.34, -1.19, -0.85, -0.56, -0.74, 0.35, 0.40, 0.43, 0.15, 0.43, 0.48, 0.37, 0.62, 0.29, 0.23, 0.24, 0.28, -0.50, -0.17],
  "lumo_energy_ha": 0.026,
  "total_charge": 0
}

Record 2
{
  "formula": "C12H15BrN6O3S3",
  "method": "wB97M-V/def2-TZVPD",
  "symbols": ["C", "C", "H", "H", "S", "C", "N", "N", "C", "N", "C", "O", "C", "H", "H", "C", "N", "S", "O", "O", "C", "C", "C", "C", "N", "C", "N", "H", "H", "H", "Br", "H", "H", "H", "H", "H", "S", "H", "H", "H"],
  "coordinates": [[-4.15, -2.50, 1.62], [-4.26, -2.89, 0.16], [-4.67, -3.90, 0.05], [-4.87, -2.18, -0.40], [-2.64, -2.96, -0.67], [-2.29, -1.28, -0.80], [-3.06, -0.33, -0.39], [-2.56, 0.89, -0.58], [-1.40, 0.88, -1.13], [-0.68, 2.01, -1.42], [0.65, 1.94, -1.68], [1.22, 0.87, -1.78], [1.38, 3.24, -1.88], [0.70, 4.09, -1.91], [1.90, 3.16, -2.84], [2.44, 3.46, -0.77], [3.00, 2.24, -0.24], [2.08, 1.60, 1.03], [0.75, 2.16, 0.95], [2.79, 1.87, 2.24], [1.98, -0.16, 0.79], [3.02, -0.86, 0.22], [2.89, -2.23, 0.06], [1.72, -2.85, 0.50], [0.74, -2.19, 1.07], [0.84, -0.87, 1.24], [-0.18, -0.26, 1.87], [-0.99, -0.81, 2.07], [-0.23, 0.75, 1.86], [1.57, -3.91, 0.38], [4.27, -3.24, -0.74], [3.91, -0.34, -0.09], [3.13, 1.55, -0.97], [1.99, 3.98, 0.08], [3.26, 4.07, -1.16], [-1.12, 2.89, -1.16], [-0.77, -0.71, -1.48], [-5.12, -2.57, 2.09], [-3.80, -1.47, 1.70], [-3.45, -3.16, 2.14]],
  "mulliken_charge": [-1.02, -0.42, 0.39, 0.30, -0.09, 0.60, -0.12, -0.90, 0.38, -0.03, 0.62, -0.61, -0.57, 0.27, 0.32, -0.85, -0.39, 1.42, -0.71, -0.75, 0.19, -0.15, -0.36, -0.16, -0.50, -0.14, -0.24, 0.26, 0.25, 0.43, -0.20, 0.60, 0.36, 0.42, 0.42, 0.29, -0.19, 0.35, 0.28, 0.27],
  "lumo_energy_ha": 0.010,
  "total_charge": 0
}

Record 3
{
  "formula": "C14H17O4SSe2W",
  "method": "wB97M-V/def2-TZVPD",
  "symbols": ["W", "C", "Se", "C", "C", "Se", "C", "H", "H", "H", "H", "H", "H", "H", "H", "H", "H", "C", "C", "C", "C", "C", "C", "C", "C", "C", "C", "H", "H", "H", "H", "H", "H", "H", "O", "S", "O", "O", "O"],
  "coordinates": [[-0.10, 0.29, 0.93], [-1.25, 3.83, 0.88], [-1.68, 2.19, -0.09], [-0.81, 2.54, -1.83], [0.69, 2.35, -1.82], [1.14, 0.48, -1.40], [3.03, 0.69, -0.95], [-0.23, 4.13, 0.70], [-1.43, 3.63, 1.93], [-1.96, 4.56, 0.51], [-1.07, 3.57, -2.07], [-1.32, 1.89, -2.54], [1.20, 2.97, -1.08], [1.10, 2.54, -2.81], [3.15, 1.54, -0.28], [3.54, 0.86, -1.90], [3.36, -0.24, -0.50], [1.02, -4.06, 0.73], [0.86, -3.21, 1.81], [-0.09, -2.17, 1.76], [-0.80, -1.94, 0.57], [-1.65, -0.78, 0.40], [-2.64, -0.79, -0.63], [-2.59, -1.76, -1.61], [-1.59, -2.73, -1.60], [-0.67, -2.85, -0.53], [0.23, -3.91, -0.41], [1.71, -4.89, 0.80], [1.41, -3.38, 2.73], [-0.39, -1.68, 2.68], [-3.39, -0.01, -0.68], [-3.32, -1.75, -2.42], [-1.53, -3.44, -2.42], [0.29, -4.65, -1.21], [1.94, 1.82, 3.73], [1.32, 1.33, 2.59], [1.11, 2.11, 1.33], [-0.29, 0.92, 2.72], [1.71, -0.02, 1.98]],
  "mulliken_charge": [1.10, -0.97, 0.20, -0.71, -0.66, 0.22, -0.97, 0.35, 0.37, 0.43, 0.52, 0.41, 0.33, 0.55, 0.35, 0.45, 0.36, -0.87, -0.66, -0.59, 0.47, 0.80, -0.37, -0.61, -0.57, 0.55, -0.52, 0.50, 0.54, 0.88, 0.67, 0.49, 0.53, 0.52, -0.46, 0.97, -0.45, -0.55, -0.56],
  "lumo_energy_ha": -0.496,
  "total_charge": 3
}

Record 4
{
  "formula": "C6H10N2",
  "method": "wB97M-V/def2-TZVPD",
  "symbols": ["C", "C", "C", "N", "N", "C", "C", "C", "H", "H", "H", "H", "H", "H", "H", "H", "H", "H"],
  "coordinates": [[-0.33, 0.84, -0.31], [-0.44, -1.27, -1.73], [-0.68, -0.53, -0.44], [0.23, 1.52, -1.33], [-1.05, -0.64, 1.91], [-1.10, -1.19, 0.69], [1.22, 0.91, 1.43], [2.33, 1.41, 1.57], [-0.86, 1.44, 0.40], [0.87, 1.02, -1.94], [0.54, 2.46, -1.12], [-0.24, 0.06, 2.01], [-1.24, -1.23, 2.70], [-1.44, -2.22, 0.62], [0.63, -1.43, -1.91], [-0.84, -0.73, -2.59], [-0.90, -2.26, -1.70], [3.30, 1.83, 1.74]],
  "mulliken_charge": [-0.33, -1.58, 0.72, -0.44, -0.44, -0.32, -0.44, -0.58, 0.50, 0.21, 0.33, 0.28, 0.25, 0.34, 0.34, 0.35, 0.40, 0.40],
  "lumo_energy_ha": 0.017,
  "total_charge": 0
}

Record 5
{
  "formula": "C6H15AlF3NO4P",
  "method": "wB97M-V/def2-TZVPD",
  "symbols": ["C", "P", "O", "Al", "O", "C", "O", "C", "F", "F", "F", "C", "C", "O", "C", "N", "H", "H", "H", "H", "H", "H", "H", "H", "H", "H", "H", "H", "H", "H", "H"],
  "coordinates": [[2.16, -1.68, -0.51], [1.27, -1.41, -2.13], [0.65, -2.93, -2.60], [-0.52, 0.05, -1.57], [-1.22, 0.56, -3.16], [-1.94, -0.82, -0.39], [-2.02, -2.29, -0.56], [-2.27, -2.96, 0.50], [-1.21, -3.06, 1.31], [-3.25, -2.50, 1.24], [-2.60, -4.19, 0.18], [0.33, 1.69, -0.74], [0.13, 1.88, 0.78], [-0.68, 3.02, 1.04], [1.51, 2.06, 1.48], [1.48, 2.76, 2.75], [3.02, -2.31, -0.61], [2.46, -0.69, -0.19], [1.47, -2.06, 0.24], [1.07, -3.65, -2.12], [-2.18, 0.63, -3.07], [-1.67, -0.63, 0.64], [-2.93, -0.43, -0.57], [1.40, 1.69, -0.95], [-0.09, 2.56, -1.22], [-0.35, 1.04, 1.26], [-0.28, 3.76, 0.58], [1.95, 1.08, 1.60], [2.13, 2.64, 0.81], [0.71, 2.46, 3.33], [1.47, 3.75, 2.63]],
  "mulliken_charge": [-0.95, 0.12, -0.49, 0.01, -0.62, -0.73, -0.30, 0.96, -0.28, -0.28, -0.30, -0.90, 0.55, -0.59, -0.87, -0.62, 0.41, 0.18, 0.21, 0.26, 0.24, 0.33, 0.35, 0.34, 0.42, 0.05, 0.36, 0.17, 0.48, 0.24, 0.26],
  "lumo_energy_ha": 0.116,
  "total_charge": -1
}

Record 6
{
  "formula": "CH3NO",
  "method": "wB97M-V/def2-TZVPD",
  "symbols": ["C", "H", "H", "H", "N", "O"],
  "coordinates": [[0.02, 0.78, 0.04], [-0.69, -1.48, -0.08], [-0.71, 0.46, -0.87], [0.18, 1.81, 0.35], [0.78, -0.13, 0.53], [0.40, -1.43, 0.03]],
  "mulliken_charge": [-0.30, 0.33, 0.23, 0.28, -0.15, -0.39],
  "lumo_energy_ha": 0.027,
  "total_charge": 0
}

Gap between HOMO and LUMO: 10.083, 8.640, 6.257, 8.636, 6.480, 11.009 (eV)
Highest occupied orbital energy: -9.367, -8.364, -19.760, -8.175, -3.318, -10.265 (eV)